# 1
DFT (ωB97M-V/def2-TZVPD) results for one molecule with the formula C23H28F3NO6.

```
61
Properties=species:S:1:pos:R:3:forces:R:3
C -1.639921 -5.212761 -0.111614 0.0 0.0 0.0
O -2.355742 -4.170284 0.505061 -0.2 0.0 0.1
C -1.553853 -3.090743 0.920965 0.0 0.3 -0.1
C -1.160775 -2.147424 -0.238153 0.2 -0.5 0.0
O -1.530590 -0.801951 -0.004456 -0.2 0.5 0.1
C -2.846415 -0.448090 -0.073761 -0.2 0.2 0.0
C -3.901375 -1.321047 -0.289547 0.3 0.0 0.0
C -5.200150 -0.842117 -0.356259 -0.2 0.4 0.0
C -5.444800 0.512294 -0.207965 0.0 -0.2 -0.1
C -6.845350 1.047611 -0.254111 -0.3 0.1 0.1
F -6.952641 2.159332 -0.999336 0.2 0.2 -0.1
F -7.728337 0.170363 -0.758351 0.1 -0.3 -0.1
F -7.307266 1.374624 0.969964 0.1 0.0 0.2
C -4.402199 1.404790 0.019867 0.0 -0.1 0.0
C -3.103719 0.931837 0.087613 -0.3 -0.2 0.0
N -1.997349 1.749853 0.309510 0.5 -0.4 -0.1
C -1.960851 3.079809 0.556513 0.6 -0.2 0.0
O -2.914430 3.818679 0.625637 -0.1 0.3 0.0
C -0.541837 3.620129 0.762317 -0.3 0.7 -0.1
O 0.465410 2.619798 0.689518 -0.2 -0.2 0.3
C 1.388593 2.734606 -0.284655 0.3 0.0 -0.3
O 1.391917 3.623187 -1.091647 0.0 0.0 0.0
C 2.420916 1.622313 -0.204260 -0.1 0.3 -0.1
C 3.195188 1.763348 1.114893 0.0 -0.1 0.1
C 4.252111 0.662768 1.198255 0.2 0.0 0.2
C 5.220714 0.789593 0.022954 0.0 0.0 0.0
C 4.447809 0.646111 -1.287736 0.2 0.0 -0.1
C 3.766927 -0.721028 -1.334828 -0.1 0.1 0.1
C 2.795372 -0.849763 -0.157475 0.2 0.2 0.0
O 2.103359 -2.091723 -0.203100 -0.1 -0.1 0.0
C 3.571874 -0.704869 1.155808 -0.1 0.1 -0.1
C 1.735745 0.251930 -0.241480 0.2 -0.3 0.1
C 3.391559 1.744151 -1.381551 0.0 0.0 0.0
H -1.141914 -4.881150 -1.029284 0.0 0.0 0.0
H -2.369166 -5.983167 -0.353507 0.1 0.0 -0.1
H -0.885323 -5.625051 0.568520 0.0 0.0 0.0
H -0.653102 -3.460738 1.427005 0.0 0.0 0.0
H -2.156223 -2.534808 1.644837 0.1 0.0 0.0
H -0.076080 -2.112047 -0.359329 -0.2 0.0 0.0
H -1.617813 -2.504470 -1.168815 0.0 0.0 0.1
H -3.731769 -2.380639 -0.388034 0.1 -0.1 0.0
H -6.015250 -1.527869 -0.523661 -0.1 0.0 0.0
H -4.593224 2.458621 0.140862 0.0 0.0 0.0
H -1.114057 1.252256 0.311931 -0.1 0.2 0.0
H -0.493015 4.084835 1.751737 0.0 -0.1 -0.1
H -0.351411 4.388351 0.003096 -0.1 -0.2 0.2
H 3.674937 2.743526 1.155530 0.0 0.1 0.0
H 2.503759 1.686690 1.955858 0.0 0.0 0.0
H 4.801930 0.764010 2.139946 0.0 0.0 -0.1
H 5.990767 0.017993 0.089810 0.1 0.0 0.0
H 5.717485 1.760813 0.054893 0.1 0.0 0.0
H 5.138558 0.735028 -2.132334 -0.1 0.0 0.0
H 4.516518 -1.515898 -1.280930 0.0 -0.1 0.0
H 3.217071 -0.840482 -2.270649 0.0 0.0 0.0
H 2.753544 -2.802359 -0.167726 0.0 0.0 0.0
H 4.321546 -1.497867 1.229562 0.0 -0.1 0.0
H 2.882327 -0.815054 1.995422 0.0 0.0 0.0
H 1.047228 0.141311 0.597124 -0.1 0.0 0.0
H 1.169755 0.132646 -1.167314 -0.1 0.0 -0.1
H 3.863187 2.727605 -1.363613 0.0 0.0 0.0
H 2.839836 1.662615 -2.319546 0.0 0.0 0.0
```
Positions in Å, forces in eV/Å.

Computed properties:
largest force on an atom	0.01410	Eh/bohr
gap between HOMO and LUMO	8.82	eV
spin multiplicity	1
M	471.472	g mol⁻¹
energy relative to the best compared isomer or geometry (same formula, charge and spin)	0.172	eV
SMILES string	COCCOc1ccc(C(F)(F)F)cc1NC(=O)COC(=O)[C@@]12C[C@@H]3C[C@@H](C[C@@](O)(C3)C1)C2
HOMO level	-8.5	eV

Just the natural (NBO) charges please, in e? Sure, here they are: -0.250, -0.537, -0.102, -0.124, -0.528, 0.361, -0.315, -0.169, -0.170, 0.977, -0.323, -0.327, -0.328, -0.197, 0.098, -0.611, 0.662, -0.598, -0.181, -0.530, 0.827, -0.580, -0.149, -0.391, -0.208, -0.403, -0.224, -0.423, 0.271, -0.736, -0.435, -0.421, -0.389, 0.163, 0.198, 0.166, 0.176, 0.205, 0.240, 0.183, 0.239, 0.231, 0.269, 0.432, 0.217, 0.246, 0.215, 0.219, 0.217, 0.207, 0.211, 0.219, 0.201, 0.215, 0.472, 0.204, 0.215, 0.226, 0.222, 0.224, 0.219

# 2
DFT (ωB97M-V/def2-TZVPD) results for one molecule with the formula C23H28FN3O4S in a non-equilibrium geometry.

```
60
Properties=species:S:1:pos:R:3:forces:R:3
C 5.676556 -0.749836 2.515820 0.1 0.1 0.1
O 4.747708 -1.417114 1.699975 -0.2 -0.4 -0.3
C 5.125543 -2.591664 1.094105 -0.1 0.0 0.0
C 6.370660 -3.175510 1.277476 0.1 0.1 0.1
C 6.686024 -4.389123 0.688517 0.0 0.0 0.0
C 5.754000 -5.031191 -0.102340 0.1 -0.1 0.0
C 4.520280 -4.445982 -0.312424 0.1 0.1 0.1
C 4.174403 -3.227683 0.268792 0.3 0.0 0.0
N 2.915978 -2.701574 -0.030058 -0.2 0.1 0.1
C 2.649656 -1.285647 0.015959 -0.1 0.3 -0.4
C 1.544116 -0.969733 -1.005290 0.3 0.2 0.2
N 0.359174 -1.736161 -0.702693 0.2 -0.3 -0.2
C -0.840595 -1.294600 -0.252454 0.0 0.4 0.0
O -1.706999 -2.072354 0.099471 -0.4 -0.1 0.1
C -1.080257 0.214291 -0.257005 -0.4 -0.2 0.0
C -2.312197 0.546434 0.587989 0.1 0.1 0.0
C -2.590898 2.047310 0.541351 -0.1 -0.3 0.5
N -2.711092 2.555527 -0.809640 -0.9 0.1 -0.5
S -4.234736 2.350931 -1.481827 0.0 0.7 0.4
O -4.135720 2.701990 -2.867620 0.2 0.1 -0.1
O -4.840719 1.096642 -1.137887 0.0 0.0 0.3
C -5.111784 3.654946 -0.617063 0.2 -0.6 -0.2
C -4.730137 4.963705 -0.845408 -0.1 0.1 0.0
C -5.387667 5.990278 -0.191431 -0.1 0.0 0.0
C -6.416912 5.666805 0.678938 0.0 -0.2 0.0
F -7.057522 6.660668 1.320582 0.1 -0.1 -0.1
C -6.809549 4.359417 0.911879 0.0 0.3 0.0
C -6.142460 3.342968 0.248869 0.0 -0.1 -0.1
C -1.600578 2.210355 -1.671168 0.2 -0.2 -0.6
C -1.335445 0.704924 -1.687926 0.2 0.3 0.1
C 0.630054 -3.161468 -0.700318 -0.2 -0.3 0.3
C 1.737329 -3.472614 0.306560 -0.3 -0.1 -0.2
H 5.163448 0.143145 2.870903 0.1 0.0 0.0
H 5.972516 -1.359682 3.375691 0.0 0.0 0.0
H 6.569397 -0.453184 1.955396 0.0 0.0 0.0
H 7.106535 -2.697914 1.904805 0.0 0.1 0.1
H 7.658845 -4.824777 0.857124 0.1 0.0 0.0
H 5.987785 -5.977219 -0.566205 0.0 -0.1 0.0
H 3.799633 -4.931799 -0.952716 -0.1 0.0 -0.1
H 3.551913 -0.738448 -0.253178 -0.1 0.0 0.0
H 2.319683 -0.958131 1.014298 0.0 0.0 -0.1
H 1.341270 0.098062 -1.005499 0.0 0.0 0.0
H 1.894776 -1.260476 -2.002909 0.0 0.1 0.0
H -0.213897 0.735055 0.166115 0.0 0.0 -0.1
H -3.171741 0.005930 0.191025 0.1 0.0 0.1
H -2.158091 0.230413 1.620614 0.0 0.0 0.0
H -1.780607 2.602087 1.029435 -0.1 0.0 0.0
H -3.526420 2.278494 1.054189 0.1 0.0 0.2
H -3.928707 5.158781 -1.538861 0.1 0.1 -0.1
H -5.121496 7.023964 -0.344791 0.0 0.1 0.0
H -7.619186 4.154896 1.594119 -0.1 0.0 0.1
H -6.410375 2.307127 0.385602 -0.1 -0.1 0.1
H -0.717817 2.752361 -1.312579 -0.1 0.0 0.0
H -1.860256 2.567178 -2.668228 0.3 0.0 0.0
H -2.218634 0.198476 -2.082336 0.0 -0.1 -0.1
H -0.491107 0.486253 -2.343342 0.0 0.0 -0.1
H -0.293113 -3.677622 -0.435107 0.1 0.0 -0.1
H 0.947931 -3.461176 -1.704262 0.0 0.0 0.0
H 1.972204 -4.536053 0.290570 0.0 0.0 0.0
H 1.379291 -3.210679 1.316395 0.0 -0.1 0.0
```
Positions in Å, forces in eV/Å.

Computed properties:
largest force on an atom	0.02006	Eh/bohr
gap between HOMO and LUMO	8.33	eV
spin multiplicity	1
M	461.559	g mol⁻¹
energy relative to the best compared isomer or geometry (same formula, charge and spin)	2.072	eV
SMILES string	COc1ccccc1N1CCN(C(=O)C2CCN(S(=O)(=O)c3ccc(F)cc3)CC2)CC1
HOMO level	-7.8	eV

Just the natural (NBO) charges please, in e? Sure, here they are: -0.248, -0.511, 0.239, -0.279, -0.218, -0.228, -0.230, 0.200, -0.479, -0.214, -0.208, -0.448, 0.703, -0.632, -0.318, -0.409, -0.229, -0.678, 2.319, -0.940, -0.941, -0.348, -0.159, -0.272, 0.414, -0.317, -0.285, -0.161, -0.229, -0.415, -0.233, -0.217, 0.199, 0.178, 0.176, 0.216, 0.213, 0.214, 0.212, 0.219, 0.179, 0.208, 0.197, 0.203, 0.249, 0.220, 0.197, 0.218, 0.240, 0.235, 0.237, 0.249, 0.193, 0.243, 0.226, 0.214, 0.252, 0.191, 0.215, 0.179

# 3
DFT (ωB97M-V/def2-TZVPD) results for C23H28GeN3O4Sc as an isolated structure in a non-equilibrium geometry.

```
60
Properties=species:S:1:pos:R:3:forces:R:3
Sc -0.764600 -0.142600 -0.368700 -0.2 1.1 -0.6
C 2.626400 1.130900 -2.400300 0.1 0.1 -0.2
C 2.536500 0.485700 -1.072500 -0.3 0.0 -0.3
N 1.414300 0.029100 -0.503900 -0.1 -0.2 0.2
C 1.808300 -0.568900 0.699800 0.6 -0.2 0.4
C 3.171000 -0.450600 0.826800 -0.5 -0.3 0.6
N 3.589000 0.216300 -0.290200 -0.4 -0.1 0.1
C 4.220500 -0.842100 1.858400 -0.4 0.3 -0.7
O 3.826800 -1.502800 2.907000 0.0 -0.4 0.6
O 5.346700 -0.503300 1.624900 0.0 0.0 0.1
C 0.794300 -1.202800 1.610200 2.5 0.0 0.7
O 1.120400 -1.686500 2.666800 -0.5 0.0 -0.3
O -0.419600 -1.146700 1.138600 -1.0 -0.5 0.2
H 1.632700 1.299200 -2.819400 0.1 0.0 0.1
H 3.193200 0.493600 -3.082500 -0.1 0.0 0.0
H 3.153200 2.082600 -2.341800 0.0 0.1 0.0
H 4.568300 0.450200 -0.439900 -0.1 -0.1 0.0
H 2.863000 -1.714500 2.984100 0.3 0.3 -0.4
N -0.287100 5.755600 7.250600 0.1 0.3 0.5
C -0.416700 5.171500 6.275800 0.0 0.0 0.1
C -0.581900 4.450400 5.065900 -0.2 -0.4 -0.7
C -1.190400 3.190200 5.081000 0.1 0.1 0.0
C -1.354900 2.498500 3.903900 0.0 0.1 -0.1
C -0.924300 3.063500 2.686700 0.0 0.0 0.5
C -0.317100 4.330400 2.678300 0.0 -0.1 -0.1
C -0.149900 5.014800 3.860900 0.0 0.0 0.0
C -1.231600 2.352000 1.524200 -0.3 0.0 -0.5
C -1.606200 1.709700 0.532000 0.1 -0.1 -0.1
H -1.531400 2.768700 6.012300 0.0 0.0 0.1
H -1.841600 1.534400 3.896600 0.0 -0.1 0.1
H 0.002900 4.766800 1.744300 0.0 0.1 -0.1
H 0.306800 5.991700 3.868800 0.0 0.1 0.0
C -1.353500 0.247400 -4.472300 0.1 -0.3 0.3
C -2.205200 0.339000 -3.210800 0.2 0.4 -0.1
C -2.584600 1.788600 -2.886500 -0.1 -0.3 0.4
C -3.769200 1.932700 -1.928000 0.2 -0.1 0.6
Ge -3.486900 1.244900 -0.062300 -0.2 0.0 -0.7
C -3.401400 -0.774100 0.158100 0.7 0.6 -0.1
C -4.735300 -1.445100 -0.173000 0.2 -0.1 -0.3
C -4.656600 -2.964200 -0.038600 -0.2 0.0 -0.1
C -5.949100 -3.616600 -0.512100 0.2 0.0 0.1
H -1.051900 -0.777400 -4.676900 0.1 0.0 0.0
H -0.464300 0.869900 -4.386700 0.1 0.0 -0.1
H -1.929200 0.590800 -5.329700 0.0 0.1 0.0
H -1.602100 -0.122500 -2.340800 -0.6 0.0 -0.8
H -3.117800 -0.247900 -3.349300 0.2 -0.2 0.4
H -2.864500 2.271500 -3.826900 0.1 0.0 0.0
H -1.709100 2.324100 -2.495500 -0.1 0.1 -0.1
H -4.653400 1.433100 -2.335200 0.0 0.0 0.1
H -4.031000 2.990800 -1.838000 0.0 -0.1 0.2
H -4.414600 1.841400 0.972700 -0.1 0.0 0.2
H -3.123500 -1.007800 1.200700 0.1 0.1 -0.4
H -2.616400 -1.240100 -0.524200 -0.7 -0.1 0.3
H -5.030200 -1.190200 -1.197000 -0.1 0.0 0.1
H -5.503300 -1.060700 0.507400 0.1 0.1 -0.1
H -4.471300 -3.228000 1.004100 0.1 0.0 0.0
H -3.816300 -3.338000 -0.635700 0.0 0.0 0.1
H -6.797100 -3.235600 0.048600 -0.2 0.0 0.1
H -5.906800 -4.691400 -0.370700 0.0 -0.1 0.0
H -6.123200 -3.415900 -1.566300 0.0 0.0 -0.1
```
Positions in Å, forces in eV/Å.

Computed properties:
charge	+2
largest force on an atom	0.05066	Eh/bohr
gap between HOMO and LUMO	7.46	eV
spin multiplicity	1
M	528.060	g mol⁻¹
energy relative to the best compared isomer or geometry (same formula, charge and spin)	0.371	eV
HOMO level	-15.2	eV

Just the natural (NBO) charges please, in e? Sure, here they are: 1.928, -0.671, 0.468, -0.652, -0.045, 0.083, -0.453, 0.770, -0.632, -0.534, 0.789, -0.538, -0.791, 0.234, 0.272, 0.268, 0.481, 0.528, -0.167, 0.212, -0.058, -0.157, -0.138, -0.188, -0.137, -0.164, 0.439, -0.908, 0.258, 0.234, 0.238, 0.260, -0.616, -0.282, -0.427, -0.781, 1.280, -0.766, -0.411, -0.390, -0.604, 0.233, 0.206, 0.251, 0.019, 0.239, 0.254, 0.205, 0.253, 0.267, -0.073, 0.271, 0.133, 0.207, 0.235, 0.214, 0.192, 0.216, 0.236, 0.208

# 4
DFT (ωB97M-V/def2-TZVPD) results for C23H28N2O5 as an isolated structure in a non-equilibrium geometry.

```
58
Properties=species:S:1:pos:R:3:forces:R:3
C 2.333949 2.834031 -3.770310 4.4 -1.3 2.9
C 2.356270 1.445428 -3.078192 2.8 0.9 -8.1
H 3.210177 0.756523 -3.466442 -1.4 1.0 -0.3
H 1.519280 0.892906 -3.210404 -3.2 -1.6 -0.1
O 2.758858 1.738010 -1.949804 1.9 1.5 13.8
C 1.922437 2.013433 -0.806456 4.0 -2.3 1.4
C 0.604053 2.372622 -0.996148 3.4 -2.6 -9.1
C -0.297802 2.411392 -0.152986 -5.8 4.0 8.8
C 0.202708 2.570177 1.165565 -7.5 1.6 2.1
C 1.400501 2.305323 1.520634 7.7 -3.5 -2.0
C 2.453555 1.719725 0.633338 -6.8 4.8 -5.7
O 3.674420 1.312694 0.900895 -3.4 5.2 5.3
C 4.101539 0.478724 0.056526 2.6 -11.0 5.2
C 3.310443 -0.791381 -0.226372 2.5 3.3 -9.8
O 3.383080 -1.134925 -1.581225 -0.3 0.5 7.0
N 2.461756 -1.182167 0.632450 -2.6 -4.1 -1.8
C 2.246793 -1.001574 1.973181 5.0 -2.6 5.1
H 2.938740 -0.196346 2.362716 -1.8 -0.4 -0.1
C 0.823105 -1.127810 2.435242 3.1 5.8 5.0
H 0.855924 -0.977693 3.631236 -0.5 -1.3 -2.7
O 0.102248 -2.042728 1.855703 -3.2 -2.2 14.0
C 0.254931 -2.036317 0.694516 -5.0 -1.4 -17.0
H -0.514305 -2.940979 0.335091 2.1 2.1 -0.2
C 1.611552 -2.277411 0.218026 0.0 -3.2 -6.1
H 1.649760 -2.598163 -1.174408 -0.1 2.0 4.4
H 1.798633 -3.359524 0.460847 1.1 1.3 0.9
H -0.341953 -0.973187 0.044675 1.8 -2.3 1.8
H 0.526732 -0.170081 2.107105 -1.7 1.6 -0.3
H 2.804867 -1.951907 2.515856 -1.0 1.7 -1.1
H 4.669625 0.862781 -0.586419 4.1 2.4 -6.1
H 4.969310 -0.150083 0.920558 -1.4 1.2 -2.7
H 1.839709 2.287058 2.425225 0.4 0.6 3.8
H -0.547506 2.895484 2.066471 1.7 -0.7 -2.5
C -1.826429 2.665228 -0.332986 3.5 -3.9 -0.5
O -2.515061 3.369966 0.349777 -0.3 0.4 -0.4
N -2.228027 1.512814 -1.046834 -0.6 3.4 -0.1
H -1.638055 0.914824 -1.697297 -1.2 1.3 1.6
C -3.627879 1.310906 -0.876516 -1.7 -5.5 -6.2
C -3.626960 -0.114045 -0.315328 0.7 6.0 5.1
C -3.257617 -0.087605 1.139795 -2.4 0.7 -7.5
C -3.388949 -1.129416 1.862189 1.6 -5.0 -0.4
C -3.240154 -2.374902 1.317204 -5.1 0.0 -10.4
C -3.590080 -2.414572 -0.270003 -0.3 -0.5 2.8
C -3.795177 -1.174316 -1.024099 0.9 -7.6 -0.6
H -3.859027 -1.406129 -2.100221 -0.6 1.2 0.5
H -3.932922 -3.449292 -0.775892 1.4 2.4 1.3
C -3.338980 -3.654333 1.897381 3.1 -2.9 -1.5
H -2.411638 -3.648564 2.347660 2.6 -0.7 2.0
H -3.952763 -3.929717 2.639205 -3.0 -0.2 2.7
H -3.174689 -4.599789 1.299808 -0.7 1.4 -0.3
H -3.092930 -1.279161 2.780968 0.7 0.9 5.8
H -3.323470 0.818497 1.502677 0.3 4.7 2.1
H -4.171116 0.904534 -2.160153 1.3 1.9 3.3
H -4.314145 2.070121 -0.549458 0.6 0.3 0.6
H 0.081656 2.224901 -1.992708 1.8 0.6 0.1
H 2.171009 2.620367 -4.668572 -2.1 -1.1 -8.1
H 3.308111 3.388934 -3.873268 -0.5 -0.9 1.0
H 1.661904 3.476714 -3.410020 -2.8 2.3 1.7
```
Positions in Å, forces in eV/Å.

Computed properties:
largest force on an atom	0.34580	Eh/bohr
gap between HOMO and LUMO	8.46	eV
spin multiplicity	1
M	412.486	g mol⁻¹
energy relative to the best compared isomer or geometry (same formula, charge and spin)	24.194	eV
HOMO level	-8.0	eV

Just the natural (NBO) charges please, in e? Sure, here they are: -0.612, -0.027, 0.193, 0.161, -0.504, 0.252, -0.290, -0.133, -0.128, -0.293, 0.270, -0.483, -0.010, 0.645, -0.694, -0.465, -0.250, 0.259, -0.086, 0.214, -0.495, -0.015, 0.198, -0.287, 0.286, 0.228, 0.081, 0.182, 0.173, 0.195, 0.128, 0.210, 0.227, 0.692, -0.582, -0.663, 0.443, -0.177, -0.030, -0.172, -0.240, 0.034, -0.179, -0.285, 0.235, 0.210, -0.671, 0.228, 0.227, 0.224, 0.202, 0.200, 0.117, 0.264, 0.212, 0.187, 0.201, 0.193